Arrangement A

Entry from OMol25: an isolated ion of composition C4H10NOS and charge +1 (wB97M-V/def2-TZVPD).

XYZ file:
```
17
Properties=species:S:1:pos:R:3
H 2.49 -0.19 -1.61
H -2.46 -0.48 -0.80
H -1.73 1.55 -0.98
H 2.85 1.22 -0.78
C -1.97 -0.19 0.17
H -1.30 -2.22 0.82
C 1.29 -0.10 0.31
H 3.41 -0.26 0.01
S 0.47 -1.51 -0.33
C -1.01 -1.20 0.72
H -0.78 1.55 0.33
H -0.63 -0.82 1.78
O 0.95 0.65 1.27
H -0.34 0.58 -0.90
H -2.59 0.28 0.93
C 2.56 0.20 -0.52
N -1.19 0.95 -0.40
```

Results
M: 120.2 g mol⁻¹
HOMO: -14.4 eV
charge: +1
orbital gap: 0.394 Eh
SMILES string: CC(=O)SCC[NH3+]

Arrangement B

Entry from OMol25: an isolated ion of composition C4H10NOS and charge +1 (wB97M-V/def2-TZVPD).

XYZ file:
```
17
Properties=species:S:1:pos:R:3
N -1.89 0.15 1.71
C -0.72 -0.58 -0.43
C 1.78 0.74 -0.05
S 0.72 -0.52 0.66
O 3.24 -0.35 -1.55
H -0.52 0.08 -1.28
H -2.46 0.68 -0.21
H -1.89 1.10 2.01
H 1.37 -1.59 0.17
C -2.03 -0.17 0.33
H 2.63 0.83 0.63
H -0.78 -1.61 -0.81
H -2.73 -1.01 0.19
H -1.99 -0.56 2.41
H 1.20 1.67 -0.04
H 1.77 0.78 -2.32
C 2.29 0.37 -1.44
```

Results
M: 120.2 g mol⁻¹
HOMO: -13.5 eV
charge: +1
orbital gap: 0.343 Eh

So which one is most stable? That would be arrangement A, about 22.2 kcal/mol below the next structure.

Arrangement A

Entry from OMol25: a 2-piece molecular cluster, C8H18ClN2 overall (wB97M-V/def2-TZVPD).

XYZ file:
```
29
Properties=species:S:1:pos:R:3
H 2.23 -0.55 -2.88
H -0.44 -2.86 1.29
C 1.72 0.53 0.16
H 0.25 -0.61 3.74
H -1.62 0.63 4.39
N 1.74 0.48 -1.15
C -1.92 -0.35 4.05
N -0.90 -0.90 1.98
C 1.08 1.48 -2.01
H 2.13 -1.58 -1.41
C -0.14 -1.79 1.16
H -2.32 -0.92 4.89
H -0.29 -1.55 0.09
H 0.03 1.60 -1.71
C -0.71 -1.04 3.43
H 3.55 -0.57 -1.67
H 0.93 -1.73 1.40
H -3.90 -0.70 3.18
C -2.32 -0.82 1.67
H 1.16 1.07 -3.03
Cl 1.15 1.87 1.00
H 1.56 2.46 -1.96
H 2.45 -0.09 0.70
C -2.96 -0.21 2.92
C 2.46 -0.61 -1.81
H -2.75 -1.83 1.50
H -0.70 -2.11 3.72
H -3.15 0.85 2.73
H -2.50 -0.24 0.77
```

Results
M: 177.7 g mol⁻¹
HOMO: -11.3 eV
charge: +1
orbital gap: 0.231 Eh

Arrangement B

Entry from OMol25: a 2-piece molecular cluster, C8H18ClN2 overall (wB97M-V/def2-TZVPD).

XYZ file:
```
29
Properties=species:S:1:pos:R:3
H 3.31 0.18 -0.94
H 2.38 -0.44 0.48
H 3.26 1.12 0.59
C 0.57 1.54 0.20
H 0.71 1.46 1.27
C -1.97 -2.71 3.41
H -2.10 -1.58 1.58
H -2.48 -0.09 5.60
C -2.75 -1.87 4.42
H -1.11 -1.19 5.61
H -1.99 0.79 3.47
H 1.58 2.44 -2.31
H 0.63 0.94 -2.54
C -1.88 -0.74 4.97
H -1.20 -3.27 3.95
H -0.11 -0.15 2.12
H 2.41 0.88 -2.43
N -0.60 -0.69 2.82
H -0.58 -2.48 1.77
H -2.63 -3.43 2.93
H -0.44 0.73 4.32
C -1.30 -1.85 2.31
H -3.09 -2.52 5.24
Cl -0.77 2.45 -0.25
C 2.69 0.45 -0.08
N 1.50 1.13 -0.61
C -1.22 0.10 3.87
H -3.65 -1.46 3.95
C 1.50 1.38 -2.07
```

Results
M: 177.7 g mol⁻¹
HOMO: -11.2 eV
charge: +1
orbital gap: 0.219 Eh

So which one is most stable? That would be arrangement B, about 1.6 kcal/mol below the next structure.

Arrangement A

Entry from OMol25: one molecule with the formula C3H7NS (wB97M-V/def2-TZVPD).

XYZ file:
```
12
Properties=species:S:1:pos:R:3
H -1.92 -0.40 -0.55
S -0.50 -1.59 1.21
H 0.31 1.36 1.92
H -0.14 -2.77 0.55
H 1.25 -0.62 -0.92
C -0.11 0.91 -0.04
H -0.67 1.57 -0.68
N 0.72 1.38 0.98
C 0.28 -0.16 -1.16
H -0.01 -0.04 -2.24
H 1.60 0.82 1.16
C -0.81 -0.46 -0.22
```

Results
M: 89.2 g mol⁻¹
HOMO: -9.1 eV
charge: 0
orbital gap: 0.365 Eh
SMILES string: N[C@H]1C[C@H]1S

Arrangement B

Entry from OMol25: C3H7NS as an isolated structure (wB97M-V/def2-TZVPD).

XYZ file:
```
12
Properties=species:S:1:pos:R:3
C 1.81 -0.38 -0.11
H -0.49 0.46 1.48
S -3.33 -0.29 -0.24
N 0.67 0.46 -0.49
H 2.65 0.38 0.61
H 0.34 0.21 -1.40
H -0.66 -1.10 0.66
C -0.60 0.08 0.43
H -2.03 1.72 -0.16
H 1.07 -1.44 0.38
H 2.60 -0.77 -1.17
C -2.03 0.66 0.00
```

Results
M: 89.2 g mol⁻¹
HOMO: -8.9 eV
charge: 0
orbital gap: 0.310 Eh

Arrangement C

Entry from OMol25: one molecule with the formula C3H7NS (wB97M-V/def2-TZVPD).

XYZ file:
```
12
Properties=species:S:1:pos:R:3
C 1.15 -1.29 0.59
C 0.29 -0.48 -0.51
H 1.24 -2.32 0.10
H 0.71 -1.34 1.62
H 2.20 -0.84 0.71
H -1.12 2.44 0.61
H 1.43 -0.84 -2.23
S -0.82 1.19 1.07
H -0.31 -0.73 -2.59
N -0.40 0.58 -0.43
H 0.45 -2.20 -1.74
C 0.45 -1.10 -1.85
```

Results
M: 89.2 g mol⁻¹
HOMO: -8.5 eV
charge: 0
orbital gap: 0.348 Eh
SMILES string: CC(C)=NS

So which one is most stable? That would be arrangement C, about 14.9 kcal/mol below the next structure.

Arrangement A

Entry from OMol25: one molecule with the formula C2H5NO2 (wB97M-V/def2-TZVPD).

XYZ file:
```
10
Properties=species:S:1:pos:R:3
O 0.03 1.49 -0.92
N 0.44 -0.20 0.58
H -0.50 0.77 -1.29
H -0.67 -1.47 -0.73
O 1.97 1.46 0.35
H -1.46 -0.10 0.00
H -1.28 -1.40 1.00
C -0.73 -0.91 0.21
C 0.89 1.07 0.07
H 1.31 -0.72 0.72
```

Results
M: 75.1 g mol⁻¹
HOMO: -10.0 eV
charge: 0
orbital gap: 0.388 Eh
SMILES string: CNC(=O)O

Arrangement B

Entry from OMol25: one molecule with the formula C2H5NO2 (wB97M-V/def2-TZVPD).

XYZ file:
```
10
Properties=species:S:1:pos:R:3
C -0.27 1.00 0.15
C 0.17 -1.24 -0.04
H -1.04 0.70 -0.67
O 0.53 -1.84 -1.34
H 2.03 -2.00 -0.24
N 1.06 -2.35 -0.11
H -0.85 -1.31 0.20
H -0.97 0.92 1.02
O 0.69 0.00 0.11
H 0.12 2.00 0.04
```

Results
M: 75.1 g mol⁻¹
HOMO: -9.4 eV
charge: 0
orbital gap: 0.381 Eh
SMILES string: CO[C@@H]1NO1

Arrangement C

Entry from OMol25: a 2-piece molecular cluster, C2H5NO2 overall (wB97M-V/def2-TZVPD).

XYZ file:
```
10
Properties=species:S:1:pos:R:3
N -1.26 0.03 -0.01
H -1.82 1.74 0.67
C 2.65 0.05 -0.23
O -1.40 -1.38 -0.18
O 2.32 -0.12 0.88
H 2.17 -0.41 -1.17
H 3.47 0.68 -0.66
H -0.95 -1.50 -1.01
C -2.11 0.67 0.60
H -3.06 0.25 1.10
```

Results
M: 75.1 g mol⁻¹
HOMO: -10.0 eV
charge: 0
orbital gap: 0.400 Eh
SMILES string: C=NO.C=O

So which one is most stable? That would be arrangement A, about 75.2 kcal/mol below the next structure.

Arrangement A

Entry from OMol25: C2H5NO2 as an isolated structure (wB97M-V/def2-TZVPD).

XYZ file:
```
10
Properties=species:S:1:pos:R:3
C 0.12 -1.43 0.18
H 0.81 -0.84 0.80
H -0.77 -1.45 0.80
O 0.96 1.73 -0.09
H -0.96 -2.41 -1.10
H 1.36 2.41 1.90
C 0.01 -2.01 -1.03
H 0.76 -1.70 -1.91
O 0.47 2.56 1.38
N 0.12 1.16 -0.58
```

Results
M: 75.1 g mol⁻¹
HOMO (alpha / beta): -10.3 / -9.4 eV
charge: 0
orbital gap (alpha / beta): 0.362 / 0.317 Eh

Arrangement B

Entry from OMol25: one molecule with the formula C2H5NO2 (wB97M-V/def2-TZVPD).

XYZ file:
```
10
Properties=species:S:1:pos:R:3
H -0.44 -1.28 -0.08
H 1.47 -1.24 -1.41
H 1.38 0.96 -0.77
N 1.18 -1.17 -0.50
O -1.14 -0.64 0.37
H 1.85 -1.68 0.03
C -0.49 0.44 0.14
C 0.94 0.19 -0.12
O -0.93 1.57 0.22
H 1.28 0.19 0.88
```

Results
M: 75.1 g mol⁻¹
HOMO: -9.8 eV
charge: 0
orbital gap: 0.381 Eh
SMILES string: NCC(=O)O

Arrangement C

Entry from OMol25: a 2-piece molecular cluster, C2H5NO2 overall (wB97M-V/def2-TZVPD).

XYZ file:
```
10
Properties=species:S:1:pos:R:3
H -1.86 -0.44 -1.36
C -2.30 -0.04 -0.40
C 1.89 0.72 0.05
N 2.03 -0.54 -0.05
O 1.16 -1.36 0.44
H 1.17 1.10 0.61
O -1.64 -0.04 0.64
H 0.37 -1.04 0.91
H 2.57 1.30 -0.43
H -3.39 0.34 -0.41
```

Results
M: 75.1 g mol⁻¹
HOMO: -9.6 eV
charge: 0
orbital gap: 0.361 Eh
SMILES string: C=NO.C=O

Arrangement D

Entry from OMol25: one molecule with the formula C2H5NO2 (wB97M-V/def2-TZVPD).

XYZ file:
```
10
Properties=species:S:1:pos:R:3
O -1.02 1.23 0.16
H 0.39 -1.62 -0.31
O -1.95 -0.76 -0.21
H 0.51 -0.99 1.40
H -1.93 1.47 -0.10
N 1.49 0.15 -0.16
H 1.38 1.11 0.03
C 0.44 -0.71 0.32
C -0.98 -0.09 0.05
H 1.66 0.21 -1.18
```

Results
M: 75.1 g mol⁻¹
HOMO: -9.4 eV
charge: 0
orbital gap: 0.368 Eh
SMILES string: NCC(=O)O

So which one is most stable? That would be arrangement D, about 6.1 kcal/mol below the next structure.

Arrangement A

Entry from OMol25: one molecule with the formula C2H5NO2 (wB97M-V/def2-TZVPD).

XYZ file:
```
10
Properties=species:S:1:pos:R:3
O 0.53 1.36 0.04
H 1.55 -1.49 -0.33
C 0.57 0.17 0.00
N -2.01 -0.04 -0.08
H -1.90 0.25 -1.09
H -2.05 0.85 0.49
C -0.68 -0.74 0.18
H -0.60 -1.59 -0.58
H -0.49 -1.16 1.22
O 1.75 -0.50 -0.06
```

Results
M: 75.1 g mol⁻¹
HOMO: -10.0 eV
charge: 0
orbital gap: 0.385 Eh
SMILES string: NCC(=O)O

Arrangement B

Entry from OMol25: a 2-piece molecular cluster, C2H5NO2 overall (wB97M-V/def2-TZVPD).

XYZ file:
```
10
Properties=species:S:1:pos:R:3
H -2.30 0.72 0.09
H -0.34 -1.60 -0.34
O 0.52 -1.50 1.50
H 2.14 -0.11 0.19
C 0.46 -1.23 0.33
H 1.29 -0.28 -1.32
O -0.39 1.10 0.66
N 1.40 -0.53 -0.35
C -1.37 1.31 0.00
H -1.40 2.13 -0.77
```

Results
M: 75.1 g mol⁻¹
HOMO: -9.8 eV
charge: 0
orbital gap: 0.377 Eh
SMILES string: NC=O.C=O

So which one is most stable? That would be arrangement A, about 15.5 kcal/mol below the next structure.

Arrangement A

Entry from OMol25: one molecule with the formula C2H3N3O3 (wB97M-V/def2-TZVPD).

XYZ file:
```
11
Properties=species:S:1:pos:R:3
O 1.60 -2.05 1.13
O -1.56 0.24 -1.01
O 0.29 1.93 -0.73
H 1.18 2.28 -0.78
C 0.42 0.77 -0.10
N 1.46 0.09 0.18
H -0.91 -1.71 0.99
N -0.39 -1.22 0.30
H -2.34 0.72 -0.69
C 1.03 -1.15 0.56
N -0.79 0.10 0.15
```

Results
M: 117.1 g mol⁻¹
HOMO: -10.0 eV
charge: 0
orbital gap: 0.380 Eh
SMILES string: O=c1nc(O)n(O)[nH]1

Arrangement B

Entry from OMol25: one molecule with the formula C2H3N3O3 (wB97M-V/def2-TZVPD).

XYZ file:
```
11
Properties=species:S:1:pos:R:3
H 0.61 2.24 0.21
O -0.28 1.98 0.12
O 0.34 -1.45 0.16
C -1.39 -0.04 -0.17
N -1.00 -1.36 -0.09
H 2.79 -0.53 -0.48
H -1.43 -1.83 0.68
C 0.95 -0.15 0.06
N -0.16 0.65 0.15
O -2.49 0.28 -0.27
N 2.07 0.19 -0.36
```

Results
M: 117.1 g mol⁻¹
HOMO: -9.7 eV
charge: 0
orbital gap: 0.378 Eh
SMILES string: [H]/N=c1\o[nH]c(=O)n1O

So which one is most stable? That would be arrangement A, about 43.3 kcal/mol below the next structure.

Arrangement A

Entry from OMol25: ArH24O12 as an isolated structure (wB97M-V/def2-TZVPD).

XYZ file:
```
37
Properties=species:S:1:pos:R:3
H -22.20 -4.02 10.82
H -15.03 -3.97 10.49
O -20.06 -4.86 14.64
O -14.76 -3.90 12.58
O -20.23 -5.09 8.43
O -17.70 -3.88 7.97
H -15.06 -5.78 9.28
H -14.67 -3.80 9.03
H -15.38 -4.38 13.13
O -16.97 -4.87 14.10
H -19.99 -8.09 11.28
H -17.05 -5.80 14.32
H -19.30 -4.83 8.41
H -18.46 -1.69 10.29
H -17.86 -8.49 8.01
H -17.31 -4.41 14.87
H -19.85 -5.36 15.43
O -16.92 -9.33 11.81
H -17.27 -3.69 7.13
H -16.99 -4.08 8.57
H -16.73 -8.46 11.45
O -15.38 -4.08 9.61
O -15.24 -6.64 8.89
H -17.87 -9.41 11.75
O -22.14 -4.91 10.48
O -17.90 -7.76 8.63
H -20.13 -9.30 10.38
Ar -18.08 -5.61 11.23
H -18.45 -8.08 9.35
H -21.31 -4.93 10.00
H -19.97 -1.58 10.27
O -19.69 -9.00 11.17
H -16.20 -6.70 8.89
O -19.24 -1.85 10.82
H -20.70 -4.29 8.19
H -19.36 -5.07 14.03
H -13.90 -4.22 12.84
```

Results
M: 256.1 g mol⁻¹
HOMO: -10.5 eV
charge: 0
orbital gap: 0.386 Eh

Arrangement B

Entry from OMol25: ArH24O12 as an isolated structure (wB97M-V/def2-TZVPD).

XYZ file:
```
37
Properties=species:S:1:pos:R:3
H -2.48 3.84 -0.36
H -0.94 2.40 -1.40
H 3.45 0.41 -1.87
H 0.85 1.42 3.45
H 0.10 -1.12 3.82
O -0.27 -2.78 -1.33
O -2.28 -0.90 -1.92
O 2.59 2.78 0.11
O -2.16 3.24 0.31
H 1.31 -2.67 1.30
H -3.18 -0.82 -0.01
O -1.29 1.85 -2.11
H -0.04 -3.13 -0.47
O 0.55 0.00 -3.16
H -2.94 2.79 0.63
O 2.63 0.57 -1.40
Ar -0.03 0.25 0.29
O 0.88 0.54 3.83
H -1.35 -1.13 -1.89
H 0.93 0.34 -3.97
H 0.02 -2.57 2.08
H 2.55 -0.86 -0.08
O -0.33 -1.95 4.02
H -1.16 2.38 -2.90
H 0.41 0.62 4.66
H -1.27 -1.77 3.91
H -2.31 0.04 -1.76
H -0.05 0.69 -2.88
H 1.95 0.36 -2.04
O 2.78 -1.66 0.40
H 3.73 -1.67 0.40
H 0.56 -2.70 -1.79
H -4.19 -0.14 0.89
O -3.93 -1.00 0.56
H 2.49 2.00 -0.43
H 1.99 3.42 -0.27
O 0.43 -3.06 1.37
```

Results
M: 256.1 g mol⁻¹
HOMO: -10.3 eV
charge: 0
orbital gap: 0.361 Eh

So which one is most stable? That would be arrangement B, about 3.6 kcal/mol below the next structure.